{"formula": "C68H94N4O3PS", "method": "the ωB97M-V functional and the def2-TZVPD basis", "largest_force_ev_per_a": 4.1, "lumo_energy_ha": -0.0944, "homo_lumo_gap_ev": 7.545, "homo_ev": -10.1, "total_charge": 1, "symbols": ["C", "C", "C", "C", "C", "C", "C", "C", "C", "C", "C", "N", "C", "S", "C", "C", "C", "N", "C", "C", "C", "O", "P", "C", "C", "N", "C", "O", "C", "C", "N", "C", "C", "C", "O", "H", "H", "H", "H", "H", "H", "H", "H", "H", "H", "H", "H", "H", "H", "H", "H", "H", "H", "H", "H", "H", "H", "H", "H", "H", "H", "H", "H", "H", "H", "H", "H", "H", "H", "H", "H", "H", "H", "H", "H", "H", "H", "H", "H", "H", "H", "H", "H", "H", "H", "H", "H", "C", "C", "C", "C", "C", "C", "H", "H", "H", "H", "H", "H", "C", "C", "C", "C", "C", "C", "H", "H", "H", "H", "H", "H", "C", "C", "C", "C", "C", "C", "H", "H", "H", "H", "H", "H", "C", "C", "C", "C", "C", "C", "H", "H", "H", "H", "H", "H", "C", "C", "C", "C", "C", "C", "H", "H", "H", "H", "H", "H", "C", "C", "C", "C", "C", "C", "H", "H", "H", "H", "H", "H", "C", "C", "C", "C", "C", "C", "H", "H", "H", "H", "H", "H"], "coordinates": [[-3.874, -1.118, 0.026], [-4.415, -1.149, -1.408], [-3.716, -2.180, -2.315], [-3.661, -1.734, -3.773], [-2.855, -2.614, -4.732], [-3.223, -4.099, -4.680], [-2.466, -4.887, -3.624], [-0.999, -5.191, -3.981], [-0.003, -4.309, -3.233], [1.446, -4.712, -3.533], [2.510, -3.616, -3.520], [3.852, -4.195, -3.301], [4.387, -5.086, -4.029], [5.148, -6.108, -4.927], [2.508, -2.819, -4.824], [3.621, -1.775, -4.829], [3.491, -0.780, -3.684], [2.231, -0.041, -3.838], [2.277, 1.075, -4.802], [1.669, 0.409, -2.603], [0.190, 0.562, -2.605], [2.384, 0.625, -1.624], [5.076, 0.272, -3.695], [6.406, -0.989, -3.711], [5.271, 0.888, -1.990], [3.397, -1.628, -2.430], [2.253, -2.609, -2.408], [2.008, -3.089, -1.140], [3.104, -3.526, -0.325], [2.519, -4.381, 0.777], [1.764, -5.519, 0.301], [2.541, -6.628, -0.244], [2.134, -7.954, 0.359], [2.839, -9.119, -0.307], [2.423, -7.894, 1.754], [-4.433, -1.794, 0.671], [-3.963, -0.125, 0.463], [-2.829, -1.407, 0.077], [-5.476, -1.378, -1.340], [-4.307, -0.159, -1.851], [-4.281, -3.110, -2.254], [-2.709, -2.338, -1.928], [-3.218, -0.731, -3.801], [-4.680, -1.613, -4.145], [-3.045, -2.243, -5.740], [-1.788, -2.462, -4.559], [-4.291, -4.153, -4.461], [-3.078, -4.560, -5.655], [-2.514, -4.411, -2.649], [-2.973, -5.846, -3.508], [-0.776, -6.238, -3.786], [-0.853, -4.970, -5.040], [-0.231, -3.274, -3.487], [-0.188, -4.403, -2.162], [1.485, -5.203, -4.507], [1.734, -5.445, -2.781], [2.643, -3.480, -5.675], [1.548, -2.309, -4.866], [4.569, -2.296, -4.746], [3.638, -1.253, -5.784], [1.295, 1.172, -5.263], [2.992, 0.898, -5.595], [2.496, 2.025, -4.317], [-0.033, 1.631, -2.583], [-0.267, 0.155, -3.503], [-0.217, 0.120, -1.707], [6.458, -1.512, -4.656], [6.341, -1.705, -2.887], [7.318, -0.421, -3.543], [4.639, 1.755, -1.837], [5.065, 0.149, -1.217], [6.309, 1.196, -1.881], [3.380, -1.047, -1.588], [4.270, -2.164, -2.397], [1.366, -2.056, -2.700], [3.627, -2.671, 0.114], [3.826, -4.112, -0.891], [3.365, -4.752, 1.356], [1.925, -3.774, 1.458], [1.072, -5.215, -0.365], [2.404, -6.712, -1.327], [3.610, -6.487, -0.079], [1.055, -8.083, 0.244], [3.887, -9.156, -0.012], [2.373, -10.056, -0.004], [2.781, -9.068, -1.391], [2.762, -8.738, 2.039], [3.743, 6.629, -4.889], [4.253, 5.346, -5.032], [3.562, 4.410, -5.788], [2.368, 4.755, -6.406], [1.863, 6.040, -6.268], [2.550, 6.975, -5.507], [4.277, 7.361, -4.296], [5.185, 5.077, -4.552], [3.960, 3.407, -5.894], [1.831, 4.025, -6.999], [0.935, 6.313, -6.753], [2.154, 7.975, -5.394], [-4.774, 0.794, 3.806], [-3.450, 0.988, 3.435], [-2.846, 2.225, 3.620], [-3.565, 3.273, 4.178], [-4.884, 3.076, 4.558], [-5.487, 1.838, 4.375], [-5.247, -0.168, 3.656], [-2.885, 0.174, 2.997], [-1.815, 2.374, 3.323], [-3.099, 4.241, 4.318], [-5.446, 3.891, 4.998], [-6.519, 1.700, 4.668], [-1.943, -7.124, -0.182], [-3.185, -6.530, -0.356], [-4.342, -7.283, -0.214], [-4.255, -8.631, 0.105], [-3.013, -9.224, 0.282], [-1.856, -8.472, 0.137], [-1.040, -6.536, -0.286], [-3.251, -5.477, -0.598], [-5.310, -6.820, -0.353], [-5.156, -9.218, 0.219], [-2.947, -10.274, 0.535], [-0.887, -8.935, 0.278], [5.638, 10.594, -0.210], [5.861, 9.332, 0.322], [5.182, 8.235, -0.188], [4.284, 8.400, -1.234], [4.062, 9.662, -1.766], [4.738, 10.760, -1.253], [6.165, 11.450, 0.190], [6.563, 9.204, 1.135], [5.351, 7.251, 0.230], [3.754, 7.544, -1.633], [3.361, 9.792, -2.581], [4.562, 11.745, -1.664], [-3.700, 0.841, 7.302], [-3.485, -0.488, 6.961], [-3.626, -1.485, 7.917], [-3.988, -1.156, 9.216], [-4.203, 0.171, 9.559], [-4.054, 1.168, 8.604], [-3.589, 1.620, 6.562], [-3.210, -0.746, 5.947], [-3.456, -2.520, 7.650], [-4.102, -1.933, 9.960], [-4.484, 0.430, 10.571], [-4.212, 2.204, 8.874], [-0.893, 5.686, 9.670], [-0.323, 4.420, 9.640], [-0.687, 3.515, 8.652], [-1.620, 3.881, 7.692], [-2.190, 5.144, 7.722], [-1.829, 6.049, 8.711], [-0.610, 6.389, 10.442], [0.406, 4.139, 10.388], [-0.250, 2.526, 8.633], [-1.909, 3.180, 6.919], [-2.916, 5.421, 6.967], [-2.276, 7.035, 8.736], [-3.882, 7.712, 2.176], [-2.754, 7.089, 2.691], [-2.547, 7.052, 4.063], [-3.472, 7.634, 4.918], [-4.601, 8.258, 4.405], [-4.804, 8.298, 3.033], [-4.042, 7.744, 1.107], [-2.034, 6.634, 2.023], [-1.664, 6.573, 4.468], [-3.310, 7.605, 5.988], [-5.321, 8.710, 5.073], [-5.682, 8.787, 2.630]], "atomic_forces_ev_per_a": [[-0.3, 0.1, 0.0], [0.3, -0.1, 0.2], [-0.5, 0.4, 0.1], [0.3, 0.2, 0.1], [-0.3, 0.1, -0.2], [0.0, 0.5, 0.3], [0.1, -0.8, -0.2], [-0.1, 0.7, 0.0], [-0.1, -0.1, 0.1], [-0.2, -0.1, 0.3], [0.1, -0.4, -0.2], [1.7, -3.0, -2.3], [-1.5, 2.7, 1.8], [-0.3, 0.3, 0.5], [0.2, 0.4, 0.3], [-0.2, -0.3, -0.3], [0.5, 0.2, 0.1], [0.4, -0.1, 1.0], [-0.9, 0.1, -0.3], [1.1, 0.3, 0.5], [-0.1, 0.7, -0.4], [-1.2, -0.5, -0.9], [0.0, 0.5, -0.4], [-0.3, 0.0, 0.5], [0.0, -0.1, 0.1], [0.4, -0.2, 0.0], [-0.2, -0.1, 0.1], [0.2, 0.4, -0.1], [0.2, -0.2, 0.1], [0.3, -0.3, 0.1], [0.2, 0.0, 0.0], [-0.3, 0.0, -0.2], [0.1, -0.2, 0.3], [0.0, -0.1, 0.1], [-0.1, 0.4, -0.2], [0.1, -0.1, 0.1], [0.0, 0.1, 0.0], [0.3, 0.0, 0.0], [-0.2, 0.2, -0.3], [-0.1, 0.1, -0.1], [0.3, -0.3, 0.1], [0.2, -0.2, 0.0], [-0.1, 0.1, 0.0], [-0.1, -0.1, -0.1], [0.1, 0.1, -0.1], [0.1, -0.1, 0.0], [-0.1, -0.1, -0.1], [0.1, -0.1, -0.1], [0.0, 0.1, 0.1], [-0.1, 0.0, 0.1], [0.1, -0.1, -0.1], [0.0, -0.4, -0.2], [0.2, 0.1, -0.1], [0.0, 0.1, 0.1], [0.1, 0.0, -0.1], [0.1, -0.1, -0.1], [-0.2, -0.1, -0.1], [-0.2, -0.1, -0.4], [0.1, 0.0, 0.0], [0.0, 0.2, 0.0], [-0.1, 0.0, -0.1], [0.2, -0.1, 0.0], [0.3, 0.0, 0.0], [-0.1, 0.0, 0.2], [0.0, -0.2, 0.0], [-0.1, -0.1, 0.2], [0.2, 0.0, -0.1], [0.0, -0.2, 0.0], [0.2, 0.0, -0.2], [-0.1, 0.0, 0.1], [0.0, 0.0, 0.1], [0.1, 0.0, 0.0], [-0.3, 0.3, -0.1], [0.0, -0.2, -0.1], [-0.1, 0.1, 0.1], [0.0, 0.2, 0.0], [-0.1, -0.1, -0.2], [0.0, 0.0, 0.2], [-0.2, 0.1, -0.1], [-0.2, 0.1, 0.0], [0.0, 0.0, -0.1], [0.1, 0.1, 0.1], [-0.1, 0.1, -0.1], [0.1, 0.1, -0.1], [0.0, -0.1, 0.0], [0.0, 0.1, -0.1], [0.1, -0.4, 0.2], [0.0, 0.0, 0.0], [-0.1, 0.0, 0.0], [0.0, -0.1, 0.0], [0.0, 0.0, 0.0], [0.0, 0.0, 0.0], [0.0, 0.0, 0.0], [0.0, 0.0, 0.0], [0.0, 0.0, 0.0], [0.0, 0.0, 0.0], [0.0, 0.0, 0.0], [0.0, 0.0, 0.0], [0.0, 0.0, 0.0], [0.1, 0.0, 0.0], [0.0, 0.0, 0.0], [0.0, 0.0, 0.0], [0.0, 0.0, 0.0], [-0.1, 0.0, 0.0], [-0.1, 0.1, -0.1], [0.0, 0.0, 0.0], [0.0, 0.0, 0.0], [0.0, 0.0, 0.0], [0.0, 0.0, 0.0], [0.0, 0.0, 0.0], [0.0, 0.0, 0.0], [0.0, 0.0, 0.0], [0.0, 0.0, 0.0], [0.0, 0.0, 0.0], [0.0, 0.0, 0.0], [0.0, 0.0, 0.0], [0.0, 0.0, 0.0], [0.0, 0.0, 0.0], [0.0, 0.0, 0.0], [0.0, 0.0, 0.0], [0.0, 0.0, 0.0], [0.0, 0.0, 0.0], [0.0, 0.0, 0.0], [0.0, 0.0, 0.0], [0.0, 0.0, 0.0], [0.0, 0.0, 0.0], [0.0, 0.0, 0.0], [0.0, 0.0, 0.0], [0.0, 0.0, 0.0], [0.0, 0.0, 0.0], [0.0, 0.0, 0.0], [0.0, 0.0, 0.0], [0.0, 0.0, 0.0], [0.0, 0.0, 0.0], [0.0, 0.0, 0.0], [0.0, -0.1, 0.1], [0.0, 0.0, 0.0], [0.0, 0.0, 0.0], [0.0, 0.0, 0.0], [0.0, 0.0, 0.0], [0.0, 0.1, 0.0], [0.0, 0.0, -0.1], [0.0, 0.0, 0.0], [0.0, 0.0, 0.0], [0.0, 0.0, 0.0], [0.0, 0.0, 0.0], [0.0, 0.0, 0.0], [0.0, 0.0, 0.0], [0.0, 0.0, 0.0], [0.0, 0.0, 0.0], [0.0, -0.1, 0.0], [0.0, 0.0, -0.1], [0.0, 0.0, 0.0], [0.0, 0.0, 0.0], [0.0, 0.0, 0.0], [0.0, 0.0, 0.0], [0.0, 0.0, 0.0], [0.0, 0.0, 0.0], [0.0, 0.0, 0.0], [0.0, 0.0, 0.0], [0.0, 0.0, 0.0], [0.0, 0.0, 0.0], [0.0, 0.0, 0.1], [0.0, 0.0, 0.0], [0.0, 0.0, 0.0], [0.0, 0.0, 0.0], [0.0, 0.0, 0.0], [0.0, 0.0, 0.0], [0.0, 0.0, 0.0], [0.0, 0.0, 0.0], [0.0, 0.0, 0.0]]}